ORCA calculation (ωB97M-V/def2-TZVPD) on 14 unconnected molecules or ions with the total composition C35H84BF22N9O13P2 at a distorted geometry.

Last column: Mulliken charge in e.
Positions of all 166 atoms, in Å:
1 C 3.98303 4.89016 -1.12592  -0.727
2 C 2.76038 5.14293 -0.32335  0.447
3 O 1.73281 4.56577 -0.40853  -0.430
4 N 2.76850 6.38218 0.56692  -0.070
5 H 3.67872 6.84460 0.55342  0.440
6 H 2.06501 7.02026 0.18961  0.376
7 C 2.53444 6.08574 2.06170  -0.807
8 H 4.59523 5.79137 -1.19525  0.501
9 H 3.76983 4.63570 -2.16348  0.072
10 H 4.52530 4.06821 -0.64862  0.131
11 H 1.50702 5.74792 2.10897  0.372
12 H 2.81743 6.99711 2.58051  0.383
13 H 3.28586 5.33505 2.30350  0.266
14 C -1.21270 -1.30996 -0.40143  -0.129
15 C -0.17157 -0.22826 -0.24253  0.169
16 O 0.24406 0.37178 -1.17176  -0.281
17 N 0.27176 0.17211 1.13452  3.061
18 H -0.56549 0.34465 1.72726  -0.977
19 H 0.73818 -0.64177 1.55417  -1.016
20 C 1.09629 1.42209 1.02290  0.444
21 H -2.08248 -1.05106 0.20667  0.237
22 H -0.92402 -2.29169 -0.02576  0.011
23 H -1.50963 -1.33916 -1.44596  0.164
24 H 1.97856 1.20948 0.42803  -0.449
25 H 1.36029 1.72898 2.02959  -0.582
26 H 0.53588 2.22745 0.55445  0.521
27 C 1.13967 3.23705 5.06163  -0.542
28 C 0.27498 2.21071 5.73958  0.480
29 O 0.76136 1.31972 6.31518  -0.365
30 N -1.21819 2.27137 5.44510  0.547
31 H -1.43531 2.00296 4.46355  -0.586
32 H -1.66421 1.53995 6.00182  0.389
33 C -1.86546 3.57500 5.80306  -0.971
34 H 0.57665 4.03358 4.57304  0.193
35 H 1.73621 2.70019 4.32208  -0.085
36 H 1.78593 3.69025 5.81122  0.455
37 H -1.47903 3.85257 6.78384  0.424
38 H -2.94350 3.46073 5.83506  0.342
39 H -1.56073 4.38503 5.14711  0.409
40 C -6.09869 -2.79635 -0.54197  -1.002
41 C -5.30192 -2.12435 -1.62286  0.450
42 O -4.40049 -1.39991 -1.43287  -0.243
43 N -5.89764 -2.43405 -3.00857  -0.097
44 H -6.29635 -3.37056 -3.11046  0.413
45 H -6.68475 -1.84454 -3.30943  0.391
46 C -4.86417 -2.11017 -4.10351  -0.538
47 H -7.17839 -2.64027 -0.58712  0.492
48 H -5.72731 -2.41218 0.40316  0.024
49 H -5.97924 -3.88366 -0.56088  0.384
50 H -4.85121 -1.03235 -4.19810  0.361
51 H -5.05946 -2.72856 -4.97748  0.420
52 H -3.92334 -2.54379 -3.77031  0.017
53 C 4.61483 -2.14961 1.57392  -0.718
54 C 3.29036 -2.56827 0.97370  -0.117
55 O 2.51904 -1.80694 0.48223  0.237
56 N 3.04189 -4.06507 0.79110  0.306
57 H 2.41238 -4.18266 -0.01274  -0.105
58 H 3.89466 -4.50590 0.43546  0.494
59 C 2.50871 -4.79441 2.00028  -0.631
60 H 4.84132 -2.85431 2.38139  0.514
61 H 4.51982 -1.18180 2.06289  -0.217
62 H 5.33923 -2.31238 0.77408  0.461
63 H 2.05578 -5.73150 1.67612  0.404
64 H 1.69644 -4.22228 2.43496  0.060
65 H 3.30374 -5.05515 2.69034  0.361
66 C -2.58766 -3.18209 4.97328  -1.378
67 C -2.87463 -2.22138 3.83421  0.426
68 O -2.60054 -2.44366 2.69979  -0.325
69 N -3.49842 -0.91000 4.20476  0.873
70 H -3.27281 -0.59325 5.14631  0.474
71 H -2.97231 -0.25210 3.58272  -0.614
72 C -5.00260 -0.87706 3.99508  -0.388
73 H -2.02431 -2.54252 5.66051  0.399
74 H -1.96826 -3.98694 4.59597  0.324
75 H -3.52075 -3.54527 5.40354  0.443
76 H -5.27540 0.15058 3.76212  0.080
77 H -5.43436 -1.17994 4.94379  0.396
78 H -5.29650 -1.49930 3.15903  0.135
79 C -0.22252 -0.14904 -5.08405  -0.625
80 C -0.67282 -1.49877 -4.68556  0.374
81 O -1.66736 -1.76715 -4.07799  -0.486
82 N 0.20572 -2.64636 -5.08047  0.410
83 H 1.12952 -2.22298 -5.19204  0.427
84 H 0.30699 -3.38688 -4.37531  0.003
85 C -0.23525 -3.25955 -6.40692  -0.778
86 H 0.72428 0.11327 -4.60465  -0.094
87 H -0.93461 0.57135 -4.68123  0.338
88 H -0.19736 -0.05133 -6.17243  0.459
89 H -0.46743 -2.43819 -7.07832  0.355
90 H -1.12375 -3.84720 -6.19740  0.340
91 H 0.59291 -3.89072 -6.71390  0.401
92 C 2.96917 -0.23347 -2.50238  1.395
93 C 4.43428 -0.60666 -2.48823  -0.184
94 O 5.19377 -0.10842 -1.73902  -0.387
95 N 4.91559 -1.75579 -3.36303  0.022
96 H 5.16653 -2.55582 -2.78365  0.373
97 H 4.12956 -2.03054 -3.95166  0.216
98 C 6.18989 -1.40456 -4.16949  -0.795
99 H 2.88455 0.66292 -3.13174  0.389
100 H 2.76755 0.12800 -1.49862  -0.953
101 H 2.21096 -0.91787 -2.87385  -0.403
102 H 5.96584 -0.51232 -4.74677  0.359
103 H 6.33952 -2.23608 -4.85220  0.391
104 H 6.96162 -1.27495 -3.41970  0.366
105 C -2.49952 -4.18585 -1.10923  -0.831
106 C -1.43557 -5.15748 -0.76471  0.261
107 O -0.77446 -5.18214 0.21265  -0.406
108 N -1.14139 -6.24149 -1.80339  0.068
109 H -1.83072 -6.14522 -2.55213  0.462
110 H -0.26928 -6.07130 -2.32347  0.257
111 C -1.11885 -7.67289 -1.29327  -0.868
112 H -3.48158 -4.63630 -1.29576  0.704
113 H -2.11453 -3.73399 -2.03072  0.225
114 H -2.78133 -3.49202 -0.32187  0.072
115 H -1.97802 -7.94087 -0.68561  0.361
116 H -0.14481 -7.98542 -0.93641  0.322
117 H -1.29345 -8.25252 -2.20374  0.458
118 C -2.85270 2.07781 2.14058  -0.984
119 O -4.03242 2.17518 2.89004  -0.083
120 O -2.09009 1.06854 2.69452  0.519
121 C -2.99513 2.01910 0.60771  0.360
122 F -4.20790 2.46430 0.25386  -0.308
123 F -2.03410 2.76678 0.04082  -0.222
124 F -2.85324 0.81142 0.02196  -0.126
125 C -4.56618 3.46574 3.16502  -0.226
126 C -5.81041 3.30902 4.03307  -1.441
127 H -6.56909 2.78125 3.45555  0.347
128 H -5.62883 2.82795 4.99243  0.279
129 H -6.19023 4.32730 4.13221  0.477
130 H -4.90013 3.99183 2.26669  0.272
131 H -3.80949 4.10815 3.62560  0.308
132 H -2.32809 3.03947 2.29702  0.240
133 C 0.25075 4.14005 -4.53313  -0.188
134 O 1.04447 5.31361 -4.85531  -0.328
135 O -0.38565 3.66631 -5.57714  -0.869
136 C 1.19418 3.09193 -3.86758  0.578
137 F 0.40844 2.17198 -3.24479  0.024
138 F 1.92601 2.41241 -4.76588  -0.326
139 F 2.01104 3.61104 -2.92312  -0.078
140 C 0.83041 6.43060 -4.03601  0.515
141 C 1.50573 7.61126 -4.74172  -1.387
142 H 1.03161 7.88229 -5.68192  0.320
143 H 1.73385 8.49818 -4.14961  0.387
144 H 2.49758 7.25420 -5.03946  0.329
145 H 1.20154 6.21124 -3.02248  -0.281
146 H -0.21088 6.72869 -3.85002  0.353
147 H -0.47640 4.46125 -3.76016  0.133
148 P 1.07152 -1.83059 4.34858  1.534
149 F -0.21358 -0.96955 4.95127  -0.384
150 F 0.48473 -3.05596 5.20174  -0.422
151 F 0.41717 -2.34122 2.95949  -0.207
152 F 2.45346 -2.55140 3.90094  -0.327
153 F 1.56614 -0.46995 3.58013  -0.914
154 F 1.88834 -1.30110 5.63986  -0.393
155 P 4.93685 1.99161 2.09486  1.605
156 F 3.95984 3.29169 1.84668  -0.249
157 F 5.28810 2.58295 3.55042  -0.387
158 F 3.65807 1.13070 2.59368  -0.627
159 F 5.89182 0.70084 2.30564  -0.429
160 F 4.57244 1.47098 0.57220  -0.473
161 F 6.20500 2.73487 1.43005  -0.407
162 B 1.66793 -4.11660 -2.63966  0.007
163 F 2.54868 -3.68498 -3.62665  -0.349
164 F 2.08057 -5.14281 -1.77659  -0.351
165 F 1.28229 -3.03362 -1.85168  0.172
166 F 0.50467 -4.67497 -3.24794  -0.777

Cartesian forces, eV/Å:
0.7 0.6 0.1
-0.4 -0.4 -1.5
-0.2 0.0 0.9
0.7 0.1 1.0
0.0 0.1 -0.5
0.0 0.1 0.1
0.7 0.0 -1.4
0.3 -0.2 0.3
-0.5 -0.2 0.3
0.2 0.1 0.0
0.0 0.0 0.6
-0.6 0.1 0.2
-0.4 -0.3 0.1
-0.1 -0.1 1.0
-0.9 -0.6 -0.3
0.5 0.2 -0.3
-0.5 0.1 -1.0
-0.5 0.3 0.2
0.5 0.4 0.3
0.3 0.0 0.6
0.1 0.0 -0.1
0.6 0.1 -0.1
0.1 0.0 0.0
0.1 0.1 0.3
0.3 -0.2 0.0
-0.3 -0.3 -0.1
-0.8 0.6 -0.1
1.8 0.6 -1.5
-1.0 -1.0 1.2
-0.8 -0.1 0.2
0.2 -0.2 -0.5
0.3 -0.1 0.2
0.6 0.4 0.6
0.0 0.0 -0.1
0.2 0.0 0.1
0.2 -0.1 -0.1
-0.3 -0.1 0.1
0.0 0.0 -0.1
-0.1 -0.3 -0.4
0.1 -0.3 0.2
-2.2 -0.5 1.8
0.5 0.0 -1.3
0.8 0.9 -2.1
0.4 -0.2 0.4
-0.1 0.3 0.9
0.3 -1.6 0.6
0.0 0.3 -0.3
0.0 -0.1 0.1
0.1 0.0 -0.1
0.2 -0.1 -0.4
-0.7 0.7 -0.3
0.2 0.7 0.3
-1.3 -1.8 0.8
1.1 1.8 0.0
-0.6 -0.8 0.1
-0.1 -0.2 -0.4
-0.4 0.2 0.2
0.2 0.0 0.5
-0.5 -0.7 -0.2
0.3 0.0 -0.1
0.3 0.3 -0.7
0.3 0.6 0.1
0.2 0.0 -0.3
0.4 0.3 0.2
0.0 0.5 0.1
-0.2 1.5 -0.6
0.7 -2.1 1.0
-0.6 0.8 -0.5
0.0 0.0 -0.8
0.0 -0.5 0.1
-0.1 1.1 -0.7
0.5 0.7 0.4
0.0 -0.6 0.5
0.0 0.0 0.1
0.1 0.0 0.2
0.1 0.0 0.1
-0.3 -0.2 -0.2
0.2 -0.3 0.1
-0.4 0.1 0.3
-0.9 0.4 0.8
0.2 -0.5 -0.1
0.7 0.5 -0.9
0.1 -0.3 -0.2
-0.5 0.1 0.1
0.2 0.2 0.8
0.2 -0.1 -0.4
0.0 0.1 -0.2
0.3 0.2 0.0
0.2 -0.2 -0.3
0.0 0.0 -0.1
-0.2 0.0 -0.4
0.4 0.8 -0.7
-1.1 0.3 1.4
0.8 -0.3 -0.5
0.4 0.3 -0.8
-0.2 0.0 0.2
0.2 -0.3 -0.1
-1.2 -0.2 0.2
0.1 0.1 0.0
-0.2 -0.2 0.0
0.3 -0.5 0.2
0.2 0.1 0.2
0.3 0.0 0.1
0.2 0.1 -0.3
-0.8 -0.3 -0.7
0.5 -0.3 1.2
0.2 0.0 0.0
-0.6 -0.3 -0.3
-0.2 -0.3 0.2
0.3 0.4 0.5
-0.5 -0.7 -1.5
0.4 -0.6 -0.5
-0.4 0.6 0.1
1.0 0.2 0.1
0.2 0.6 0.5
-0.1 0.5 0.5
0.2 -0.1 0.0
1.8 0.1 2.0
-0.7 -0.6 -0.4
0.0 -0.2 -0.4
-0.6 0.1 -0.2
0.2 0.2 -0.3
-0.3 0.2 0.1
-0.3 -0.2 0.4
-0.7 0.1 -0.1
0.4 0.5 -0.8
0.0 -0.2 0.2
-0.1 0.1 0.0
-0.1 -0.1 0.5
0.3 -0.2 -0.2
0.1 -0.1 0.2
0.0 0.2 -0.3
-1.5 0.2 -1.5
0.0 -0.1 0.3
0.7 -0.8 0.7
-1.4 1.3 -0.9
0.4 -0.5 0.4
0.6 -0.3 0.4
0.3 -0.6 -0.1
0.0 0.9 -0.1
1.4 -0.6 0.1
-0.4 0.0 0.2
-0.6 0.0 0.2
0.0 0.0 -0.1
0.5 0.3 0.1
-0.3 -0.6 -0.4
0.3 0.0 0.8
2.5 2.1 3.3
-0.9 -0.1 -1.6
0.3 -0.6 -1.2
-1.0 0.1 0.1
-0.4 -0.8 -0.4
-0.7 -0.2 -0.7
-0.3 -0.3 -0.1
1.7 -0.3 -0.7
-0.2 0.1 -0.2
-0.5 -0.6 -0.5
-0.1 0.3 0.6
-0.5 -0.1 0.3
-0.4 0.0 -0.1
-0.5 0.7 0.3
-0.1 -0.1 1.3
0.1 -0.2 0.1
0.8 0.2 -0.2
-0.1 0.1 -0.3
-0.7 0.1 -0.9

Output
E: -156702.43350 eV
HOMO-LUMO gap: 0.107 hartree
net charge: +4